(1)
# C38H58BFIO12

A cluster of 3 separate species, C38H58BFIO12 in total at a distorted geometry (ωB97M-V/def2-TZVPD, the Open Molecules 2025 dataset).

Results
E: -76414.528 eV
Charge: -1
2S+1: 1
E_HOMO: -5.30 eV

Geometry as XYZ:
```
111
C38H58BFIO12, DFT ωB97M-V/def2-TZVPD
C -1.22790 6.10887 5.01424
C -2.16278 6.82120 4.03875
C -2.58044 5.97241 2.82506
C -1.49923 5.05257 2.26653
C -0.33311 5.79471 1.61586
C 0.88054 4.89526 1.34765
C 1.98248 4.93372 2.42712
C 2.39827 3.55557 2.94555
C 1.51049 3.02010 4.07744
C 1.41654 1.49035 4.11297
C 0.10249 0.88834 4.62603
C -1.18724 1.38632 3.95472
C -1.68178 0.54168 2.76487
C -1.37608 1.15404 1.38754
B -1.47606 0.10681 0.15489
C -3.03034 -0.35112 -0.14103
C -3.56766 -1.35808 0.80370
O -4.70197 -1.44700 1.22421
O -0.82108 0.64010 -1.06652
C 0.20557 -0.18262 -1.52028
C -0.06777 -0.68692 -2.95636
C 0.77428 0.03550 -4.01208
C 2.22873 -0.44054 -4.22716
C 2.74297 -1.47710 -3.22755
C 4.22301 -1.78482 -3.40297
O 4.36985 -3.01132 -4.11150
C 5.71288 -3.41662 -4.21585
C 0.37225 -1.25173 -0.38027
I 2.29198 -0.65326 0.72759
C 0.63626 -2.72902 -0.70490
C 0.64008 -3.63987 0.51465
F -0.40906 -3.15802 -1.53747
O -0.69138 -1.16919 0.39981
H -0.22272 5.98403 4.60997
H -1.14547 6.66192 5.95209
H -1.60256 5.11013 5.25307
H -1.70872 7.76031 3.70826
H -3.06801 7.10774 4.58176
H -2.91494 6.63692 2.02038
H -3.45149 5.37061 3.10008
H -1.94291 4.38786 1.51976
H -1.12301 4.39270 3.05308
H -0.03252 6.64158 2.24579
H -0.68634 6.22718 0.67389
H 0.52227 3.86405 1.24919
H 1.31990 5.14766 0.38014
H 1.65810 5.56060 3.26668
H 2.86771 5.42808 2.01621
H 2.39761 2.84680 2.11065
H 3.43352 3.60102 3.29900
H 0.51592 3.47061 4.01554
H 1.93473 3.37038 5.02562
H 1.61209 1.09572 3.11234
H 2.22129 1.10751 4.75013
H 0.03740 1.02250 5.71193
H 0.16888 -0.19204 4.46062
H -1.96980 1.45249 4.71722
H -1.04707 2.40665 3.58794
H -2.76758 0.42906 2.85885
H -1.27093 -0.47303 2.82891
H -0.40103 1.66329 1.39410
H -2.12011 1.94379 1.20652
H -3.70905 0.50874 -0.16680
H -3.04089 -0.82094 -1.13549
H -2.82358 -2.10622 1.14965
H 1.12492 0.41321 -1.57568
H -1.11230 -0.44321 -3.15904
H 0.01719 -1.76933 -3.05039
H 0.78307 1.10002 -3.75790
H 0.24048 -0.03659 -4.96448
H 2.33345 -0.84788 -5.23564
H 2.90030 0.42279 -4.18366
H 2.56721 -1.11945 -2.21008
H 2.20093 -2.41937 -3.34030
H 4.73476 -1.86098 -2.43536
H 4.71474 -0.99003 -3.98375
H 6.05776 -3.87928 -3.28279
H 5.78443 -4.14164 -5.02646
H 6.37466 -2.57264 -4.44751
H 1.55640 -2.82697 -1.28479
H -0.34195 -4.10953 0.58358
H 0.81382 -3.08357 1.43141
H 1.39461 -4.42140 0.42298
C 3.29538 -2.20177 -8.79035
C 3.03345 -2.78416 -7.60675
C 1.64451 -2.76798 -6.97829
O 1.52664 -3.36968 -5.92895
C 0.57837 -2.06434 -7.65653
C 0.85026 -1.47618 -8.82935
C 2.22666 -1.52244 -9.47245
O 2.32642 -0.95735 -10.55159
O -0.03248 -0.80664 -9.55508
O 3.92587 -3.42095 -6.88172
H 4.27644 -2.21472 -9.24349
H -0.39966 -2.03966 -7.19691
H 0.46091 -0.50453 -10.34693
H 3.48749 -3.65916 -6.03206
C -3.49447 -6.16499 4.83286
C -2.98899 -5.90348 3.61840
C -3.51680 -4.78152 2.73241
O -2.95120 -4.66524 1.65961
C -4.61129 -3.96442 3.20316
C -5.10894 -4.22976 4.41912
C -4.57965 -5.34124 5.30720
O -5.12257 -5.46960 6.39450
O -6.10927 -3.56166 4.98018
O -1.99614 -6.57079 3.05836
H -3.12474 -6.95740 5.46784
H -4.96390 -3.15742 2.56597
H -6.23742 -3.97435 5.85861
H -1.85478 -6.13073 2.18978
```

=====

(2)
# C38H58BrCl2O9PS

A cluster of 3 separate species, C38H58BrCl2O9PS in total at a distorted geometry (ωB97M-V/def2-TZVPD, the Open Molecules 2025 dataset).

Results
E: -173983.546 eV
Structure (SMILES): C#C[C@](CCCCCCCCCCCC)(O[C@H]([C@@](Cc1ccccc1C)(OC)P(O)Br)S(C)(=O)=O)/C(Cl)=C(/C)Cl.O=C1CCCO1.O=C1CCCO1
2S+1: 1
Energy relative to the best compared isomer or geometry (same formula, charge and spin): 0.000 eV
E_HOMO: -8.68 eV

Geometry as XYZ:
```
110
C38H58BrCl2O9PS, DFT ωB97M-V/def2-TZVPD
C -0.59319 1.68782 -1.30727
C -0.72903 1.26724 -0.21023
C -0.97655 0.87351 1.17810
C -1.57257 2.05266 1.99580
C -2.20746 3.19733 1.20387
C -3.52170 2.85246 0.50306
C -4.64358 2.35652 1.43762
C -5.88077 3.29829 1.44125
C -7.18946 2.53186 1.63496
C -8.39310 3.18891 0.96392
C -9.71019 2.52839 1.36136
C -10.01965 1.26284 0.55165
C -10.93894 0.33079 1.33072
C -11.16719 -1.03458 0.68905
C -11.79755 -0.98091 -0.71013
O 0.18620 0.31451 1.78313
C 1.37188 1.06653 1.70196
C 2.43885 0.36283 0.78019
C 2.73455 1.26842 -0.45198
C 4.13485 1.85719 -0.45394
C 4.44902 2.77927 0.54674
C 5.68835 3.38847 0.61298
C 6.65279 3.09373 -0.33930
C 6.35903 2.17183 -1.33930
C 5.11911 1.55224 -1.41263
C 4.89201 0.58709 -2.54485
O 3.56474 0.15746 1.59735
C 4.50000 -0.81102 1.15220
P 1.50998 -1.21431 0.20813
O 1.73204 -2.16875 1.51421
Br 2.70764 -2.17384 -1.45964
S 1.90748 1.23549 3.44773
C 2.11573 -0.38488 4.12943
O 0.76071 1.79306 4.13182
O 3.08292 2.05671 3.55353
C -2.00589 -0.29755 1.18225
Cl -2.74389 -0.75506 -0.31514
C -2.36218 -0.98938 2.26830
C -3.33288 -2.12652 2.22607
Cl -1.71731 -0.59817 3.81833
H -0.49902 2.17317 -2.24532
H -0.83762 2.47718 2.67585
H -2.36015 1.65608 2.61987
H -2.43995 3.96618 1.94437
H -1.50336 3.66674 0.52357
H -3.85001 3.75336 -0.01195
H -3.35080 2.12854 -0.28798
H -4.99674 1.41198 1.03302
H -4.31039 2.24082 2.46406
H -5.89930 3.92471 0.55292
H -5.74611 3.96047 2.29507
H -7.40207 2.50037 2.70470
H -7.12395 1.50013 1.29308
H -8.43473 4.24990 1.20714
H -8.27712 3.08694 -0.11693
H -10.52057 3.23580 1.18700
H -9.71383 2.29202 2.42434
H -10.50136 1.51808 -0.38799
H -9.08689 0.74569 0.31670
H -11.91703 0.80008 1.45911
H -10.54468 0.17303 2.33319
H -11.86920 -1.57601 1.32274
H -10.25876 -1.63368 0.64363
H -12.86944 -0.81564 -0.62275
H -11.39999 -0.16108 -1.29894
H -11.63260 -1.91712 -1.23410
H 1.19656 2.09954 1.41038
H 2.04578 2.10518 -0.47518
H 2.57108 0.74946 -1.38913
H 3.71353 3.03782 1.29814
H 5.90335 4.11201 1.38634
H 7.62665 3.56003 -0.34784
H 7.12537 1.96880 -2.07042
H 3.90100 0.68618 -2.97305
H 5.62002 0.71385 -3.33549
H 4.99565 -0.43092 -2.17820
H 5.43050 -0.59717 1.67092
H 4.20201 -1.82635 1.40800
H 4.70236 -0.69131 0.09312
H 1.07363 -2.87221 1.47126
H 2.69708 -1.03900 3.49545
H 2.55441 -0.23342 5.10839
H 1.11345 -0.77686 4.26770
H -3.42633 -2.60781 3.19121
H -4.28072 -1.75174 1.84850
H -2.98895 -2.86702 1.50876
O 7.72035 -0.46606 -4.04705
C 8.75376 -0.58704 -3.45804
O 8.94482 -0.08358 -2.21368
C 10.31686 -0.26447 -1.81638
C 10.83025 -1.42044 -2.66649
C 10.02778 -1.24386 -3.95255
H 10.85620 0.66621 -2.00330
H 10.34879 -0.48260 -0.75186
H 11.90893 -1.40201 -2.80744
H 10.56882 -2.36902 -2.19578
H 10.51918 -0.56216 -4.64808
H 9.80594 -2.18343 -4.44961
O 4.64124 -8.77409 -3.99871
C 4.27187 -7.69040 -3.65919
O 4.07528 -7.35546 -2.35869
C 3.53365 -6.02573 -2.26340
C 3.92437 -5.34554 -3.56490
C 3.92375 -6.51046 -4.55115
H 2.45071 -6.09887 -2.14139
H 3.95328 -5.52817 -1.39256
H 3.25701 -4.53067 -3.83894
H 4.93331 -4.93908 -3.48005
H 2.93781 -6.68253 -4.98478
H 4.66046 -6.39580 -5.34047
```

=====

(3)
# C38H58ClF9N14O3PS2

A cluster of 13 separate species, C38H58ClF9N14O3PS2 in total at a distorted geometry (ωB97M-V/def2-TZVPD, the Open Molecules 2025 dataset).

Results
E: -135277.374 eV
Charge: +1
2S+1: 1
E_HOMO: -11.41 eV

Geometry as XYZ:
```
126
C38H58ClF9N14O3PS2, DFT ωB97M-V/def2-TZVPD
C -5.86886 0.50297 -1.10230
C -4.58074 0.70551 -0.31784
O -4.56444 -0.21970 0.75510
C -3.27100 -0.35899 1.31782
C -3.42468 -0.95081 2.71858
O -2.72591 -0.23422 3.72316
C -1.33311 -0.28462 3.57916
C -0.77738 -1.68724 3.79271
O 0.60875 -1.68193 4.11700
C 1.44264 -2.16006 3.11487
C 2.32962 -1.08514 2.54158
N 3.11306 -1.33237 1.44789
C 3.80266 -0.27182 1.06833
C 4.72043 -0.16694 -0.09008
C 4.17895 0.80933 -1.16629
C 3.47754 0.16930 -2.35639
F 4.28897 -0.74947 -2.90642
F 3.36051 1.16304 -3.26743
C 1.99716 -0.32262 -2.11305
F 1.22605 0.10530 -3.09351
F 1.53550 0.25796 -1.00193
S 1.74600 -2.20163 -1.98533
F 3.13300 -2.39354 -1.24477
F 1.02667 -2.05494 -0.56829
F 0.32145 -2.09256 -2.64436
F 2.36973 -2.43852 -3.39589
F 1.53553 -3.75056 -1.85864
N 3.49597 0.67689 1.94699
P 4.12308 2.32715 2.06446
S 5.67111 2.41842 3.19286
C 2.57011 0.19489 2.86754
Cl 1.92474 1.08641 4.13481
H -6.20858 1.41711 -1.56408
H -5.68573 -0.25481 -1.85603
H -6.61114 0.15687 -0.39748
H -4.56485 1.71987 0.08786
H -3.70796 0.57629 -0.96197
H -2.79276 0.62072 1.35750
H -2.72077 -1.04684 0.66729
H -4.47622 -0.87102 2.96122
H -3.19601 -2.01444 2.69903
H -0.98914 0.16894 2.64277
H -0.93173 0.32637 4.37974
H -1.30905 -2.08747 4.65164
H -1.02324 -2.33697 2.95415
H 2.10970 -2.93056 3.50498
H 0.90128 -2.60917 2.27877
H 3.11376 -2.25433 1.03751
H 5.63611 0.26774 0.30473
H 4.99402 -1.13571 -0.48763
H 3.58221 1.61110 -0.76332
H 5.04407 1.28247 -1.61872
H 3.09270 3.06195 2.66235
H 4.31463 2.79841 0.76013
C 5.27728 1.95694 -5.69837
C 6.34893 2.93829 -5.65248
N 7.20006 3.70535 -5.61706
H 5.50682 1.08975 -5.08037
H 4.33867 2.37944 -5.34657
H 5.11692 1.60695 -6.71627
C 5.60004 -3.84664 -3.49694
C 6.34044 -3.13207 -2.47088
N 6.89491 -2.57186 -1.63728
H 4.55285 -3.55552 -3.46988
H 5.97404 -3.63407 -4.49716
H 5.64671 -4.92573 -3.35924
C -10.15672 -1.37273 -0.61403
C -9.47861 -0.17582 -1.08130
N -8.94602 0.77125 -1.45019
H -11.22648 -1.20870 -0.51158
H -10.02019 -2.19942 -1.30901
H -9.77167 -1.68668 0.35664
C 5.65793 -0.29621 6.08763
C 5.36411 -1.24800 5.03205
N 5.13176 -2.00256 4.19917
H 5.03611 0.59336 5.99854
H 5.48246 -0.73841 7.06760
H 6.69814 0.02185 6.04163
C 6.16273 4.96593 -1.16742
C 5.84413 5.00834 0.24910
N 5.60318 5.04079 1.37206
H 5.63640 5.74486 -1.71479
H 7.22568 5.11148 -1.33566
H 5.88331 4.00354 -1.60076
C -4.09802 -3.79580 -1.07106
C -4.35948 -3.85851 0.35674
N -4.58273 -3.90681 1.48063
H -4.69194 -3.01056 -1.53709
H -3.04738 -3.58474 -1.26606
H -4.34703 -4.73961 -1.55349
C -14.78377 -0.45188 0.13051
C -13.83313 -1.08632 -0.76416
N -13.08278 -1.58775 -1.47308
H -15.50633 0.14620 -0.42321
H -15.33546 -1.19438 0.70406
H -14.27514 0.20033 0.83737
C 4.59033 2.67409 -10.37527
C 4.17399 3.39385 -9.18167
N 3.84648 3.97367 -8.24775
H 3.78316 2.04949 -10.75432
H 4.87813 3.36617 -11.16464
H 5.44420 2.03164 -10.16556
C -6.41416 -6.08276 3.31160
C -6.91636 -7.38272 2.89676
N -7.31149 -8.40823 2.56954
H -7.21754 -5.35001 3.36941
H -5.94666 -6.13613 4.29381
H -5.67239 -5.70157 2.61286
C -10.75030 -2.77810 3.58674
C -11.68624 -1.87945 2.93125
N -12.42543 -1.17223 2.41429
H -9.72181 -2.47252 3.39862
H -10.90740 -2.78389 4.66399
H -10.87213 -3.79756 3.22349
C 8.72617 6.83318 -4.83447
C 8.44381 6.92367 -3.41498
N 8.21249 6.99565 -2.29362
H 8.18165 7.59173 -5.39464
H 9.78719 6.97165 -5.03676
H 8.43540 5.85733 -5.22389
C 5.86720 5.36473 6.83931
C 5.28666 4.07430 6.50946
N 4.83108 3.05475 6.24905
H 5.10733 6.14424 6.83631
H 6.32420 5.34375 7.82721
H 6.63470 5.64036 6.11763
```

=====

(4)
# C38H58DyN4O3SiTe

A structure of composition C38H58DyN4O3SiTe at a distorted geometry (ωB97M-V/def2-TZVPD, the Open Molecules 2025 dataset).

Results
E: -91694.563 eV
Charge: +1
⟨S²⟩: 9.33
2S+1: 6
Energy relative to the best compared isomer or geometry (same formula, charge and spin): 3.042 eV
E_HOMO (alpha / beta): -8.54 / -8.54 eV

Geometry as XYZ:
```
106
C38H58DyN4O3SiTe, DFT ωB97M-V/def2-TZVPD
Dy -0.65159 1.15886 0.57282
C -0.09732 0.15737 5.22529
N -0.45544 1.50464 4.80258
C -1.16768 2.40546 5.69323
C -0.36746 1.75496 3.49431
O -0.13840 0.79011 2.65260
C -0.45715 3.21586 3.05351
O -0.10337 3.20224 1.64736
C -0.52942 4.29039 0.76503
C -1.91229 3.95962 0.25329
O -2.22499 2.70566 0.32768
N -2.62892 4.87460 -0.35856
C -2.59791 6.33762 -0.12328
C -3.55205 4.56156 -1.41935
H -0.85662 -0.57710 4.93913
H 0.05669 0.12889 6.33227
H 0.79052 -0.07715 4.64116
H -0.61331 3.37151 5.71626
H -1.11934 1.93241 6.70744
H -2.24686 2.55579 5.39434
H 0.22051 3.88141 3.66114
H -1.54154 3.54384 3.08348
H 0.16346 4.31382 -0.09950
H -0.44153 5.18338 1.41868
H -1.86381 6.61704 0.62469
H -3.59489 6.66270 0.27474
H -2.34730 6.89964 -1.05811
H -3.40792 3.52297 -1.68944
H -3.33507 5.25693 -2.23456
H -4.59165 4.74387 -1.12249
C 1.55605 0.31496 -0.19653
Si 2.83709 -0.88475 -0.61345
C 2.78536 -2.62759 0.26813
N 1.49372 -3.19439 0.56022
C 1.22995 -3.61954 1.92542
C 0.62574 -5.04757 2.08536
C -0.59944 -5.21284 1.19788
C -0.67416 -4.15638 0.02267
C 0.68544 -3.75658 -0.47975
C 3.17987 -1.10913 -2.42173
C 3.01022 -2.24207 -3.17391
C 3.68196 -2.44779 -4.39711
C 4.59988 -1.51277 -4.83489
C 4.75564 -0.30733 -4.12627
C 3.92640 -0.05093 -3.00232
C 4.48716 -0.09888 0.03216
C 4.45358 0.93622 0.98931
C 5.54411 1.21684 1.81553
C 6.70576 0.48078 1.70034
C 6.82166 -0.43786 0.66461
C 5.72920 -0.67997 -0.15169
H 1.74612 1.22046 -0.87201
H 1.85939 0.61738 0.83458
H 3.40797 -2.60446 1.19021
H 3.28816 -3.34487 -0.37799
H 0.59935 -2.84502 2.33938
H 2.17108 -3.56797 2.49415
H 0.37508 -5.10334 3.13078
H 1.43721 -5.75457 1.83003
H -1.54093 -5.10943 1.78938
H -0.61357 -6.20752 0.71845
H -1.17909 -3.25825 0.43225
H -1.35511 -4.56423 -0.78447
H 0.45235 -3.04777 -1.29267
H 1.17981 -4.63138 -0.90103
H 2.42564 -3.08041 -2.90489
H 3.58782 -3.35704 -4.95898
H 5.21256 -1.65155 -5.72097
H 5.41471 0.49849 -4.46182
H 3.89045 0.90937 -2.56215
H 3.59289 1.60756 1.06214
H 5.39346 1.96179 2.57919
H 7.59890 0.75846 2.28839
H 7.79375 -0.87124 0.41915
H 5.83941 -1.36258 -0.98338
C 0.21255 0.31913 -3.78028
Te -0.69100 1.92211 -2.68567
C 0.91372 3.38946 -3.04838
H 1.29487 0.43454 -3.65308
H -0.09618 0.45384 -4.85188
H -0.19332 -0.60997 -3.37258
H 1.81052 3.13332 -2.47166
H 0.61731 4.43805 -2.87346
H 1.23100 3.27849 -4.07857
C -5.11349 -0.65892 -2.96078
N -4.30837 -1.76217 -2.42942
C -4.85184 -3.11419 -2.49087
C -3.15407 -1.42188 -1.62078
C -3.41755 -0.96924 -0.20229
C -4.75648 -0.91305 0.29653
C -4.96309 -0.68618 1.63385
C -3.89819 -0.55917 2.52574
C -2.59605 -0.60788 2.04979
C -2.36858 -0.64776 0.62163
H -5.63387 -0.12504 -2.21116
H -5.81579 -1.05103 -3.72040
H -4.39878 0.03235 -3.45385
H -5.85549 -3.19527 -2.10135
H -4.11295 -3.80456 -2.01071
H -4.92171 -3.39574 -3.56365
H -2.72809 -0.49731 -2.12733
H -2.44583 -2.23938 -1.63954
H -5.62159 -1.01775 -0.41860
H -5.99471 -0.75352 1.99021
H -4.14616 -0.39108 3.58958
H -1.79677 -0.63336 2.73157
```